Entry 1:
This record from OMol25 describes a molecular structure, C20H21N7O2OsS2Se2. The level of theory is ωB97M-V with the def2-TZVPD basis set.

Summary:
2S+1 = 5
E_HOMO (spin up / spin down) = -7.2179 / -7.8594 eV
energy relative to the best compared isomer or geometry (same formula, charge and spin) = 0.415 eV
<S²> = 6.030

The geometry in XYZ format:
```
55
C20H21N7O2OsS2Se2 ωB97M-V with the def2-TZVPD basis set
Os 0.10 1.13 0.91
S 2.55 1.11 1.09
C 2.38 1.77 2.66
S 0.72 1.74 3.23
C 3.39 2.26 3.45
C 4.73 2.28 2.95
N 5.81 2.29 2.55
C 3.15 2.74 4.77
N 2.97 3.13 5.84
O -1.89 2.83 -1.42
C -2.83 3.75 -0.89
C -2.77 3.82 0.63
C -3.85 4.88 1.00
O -3.90 5.22 2.37
C -3.18 2.54 1.36
Se -2.27 0.83 1.08
C -1.45 4.39 1.14
Se 0.23 3.53 0.68
H -1.76 3.05 -2.35
H -3.85 3.48 -1.19
H -2.64 4.76 -1.28
H -4.83 4.52 0.66
H -3.63 5.81 0.48
H -4.25 4.47 2.86
H -4.23 2.32 1.12
H -3.12 2.73 2.43
H -1.48 4.45 2.23
H -1.32 5.41 0.78
C -1.01 -1.30 -1.48
C -0.35 -1.75 -0.23
N 0.18 -1.00 0.72
C 0.75 -1.84 1.66
C 0.55 -3.12 1.27
N -0.13 -3.06 0.07
C -0.53 -4.20 -0.73
N 0.16 -4.25 -1.98
N -0.55 -4.18 -3.14
N 0.25 -4.22 -4.13
C 1.54 -4.31 -3.65
C 2.76 -4.37 -4.34
C 3.90 -4.43 -3.58
C 3.84 -4.44 -2.16
C 2.65 -4.39 -1.48
C 1.50 -4.33 -2.26
H -1.10 -0.21 -1.46
H -2.01 -1.71 -1.57
H -0.44 -1.61 -2.35
H 1.24 -1.45 2.53
H 0.83 -4.06 1.72
H -1.59 -4.18 -0.96
H -0.31 -5.09 -0.13
H 2.79 -4.36 -5.42
H 4.87 -4.48 -4.06
H 4.77 -4.48 -1.60
H 2.62 -4.38 -0.40
```



Entry 2:
This record from OMol25 describes a molecular structure, C10H21NO3Rb at a distorted geometry. The level of theory is ωB97M-V with the def2-TZVPD basis set.

Summary:
E_HOMO = -7.4521 eV
energy relative to the best compared isomer or geometry (same formula, charge and spin) = 2.363 eV
total charge = +1

The geometry in XYZ format:
```
36
C10H21NO3Rb ωB97M-V with the def2-TZVPD basis set
Rb 4.91 -0.12 -6.48
C 0.83 -0.22 -1.82
C -0.02 0.66 -0.85
C -0.14 -0.15 0.48
N -0.31 0.70 1.71
C -0.39 -0.12 3.04
C -0.92 0.74 4.26
C -2.19 1.45 3.87
C -1.99 2.26 2.70
C -1.64 1.51 1.42
C 0.97 1.60 1.87
H 0.97 0.26 -2.79
H 0.47 -1.25 -1.81
H 1.81 -0.28 -1.35
H -0.96 0.87 -1.37
H 0.44 1.65 -0.78
H 0.80 -0.66 0.69
H -0.90 -0.93 0.40
H -1.01 -0.98 2.79
H 0.57 -0.55 3.34
H -1.16 0.09 5.10
H -0.20 1.41 4.72
H -2.98 0.74 3.64
H -2.56 2.02 4.73
H -2.84 2.89 2.43
H -1.38 3.13 2.93
H -2.45 0.86 1.10
H -1.41 2.27 0.67
H 1.19 2.33 1.09
H 1.85 0.96 1.91
H 0.88 2.14 2.81
O 2.17 -5.83 -8.67
C 2.14 -4.76 -7.94
O 1.00 -4.42 -7.61
O 3.19 -4.15 -7.64
H 1.27 -6.16 -8.58
```



| no. | calculated total energy (a.u.) |
| --- | --- |
| 1 | -6998.33281 |
| 2 | -697.87974 |